No. 1
Density functional theory data (ωB97M-V/def2-TZVPD) for a 15-piece molecular cluster, C50H95N15O10 overall at a distorted geometry.

Computed properties:
gap between HOMO and LUMO: 8.0 eV
calculated total energy: -96219.81417 eV

ORCA input file:
```
! wB97M-V def2-TZVPD RIJCOSX def2/J DEFGRID3
* xyz 0 1
O -3.53 -0.86 -5.52
O 2.59 -5.61 -0.98
O 0.76 -2.29 -3.49
O -0.62 -3.69 2.83
O -3.09 -0.68 5.73
O 2.59 2.73 2.22
O 2.70 -1.01 5.98
O 0.66 6.23 -0.80
O -2.44 2.40 1.67
O -1.72 3.33 -4.17
N -1.37 -2.72 -4.07
N 4.63 3.81 2.06
N 3.02 -2.25 -2.03
N 2.90 -0.02 3.98
N -2.88 -0.50 3.55
N -2.61 1.43 -0.25
N 2.35 -6.49 -3.01
N 1.52 -4.45 3.11
N 3.12 0.73 -3.97
N -4.95 -0.61 -3.71
N -2.67 -4.84 1.18
N -0.42 -1.42 1.23
N -1.74 3.99 4.19
N 0.43 2.94 -4.66
N -1.14 6.85 0.10
C -0.40 3.85 4.42
C 2.68 0.00 5.33
C 4.41 -1.64 -0.47
C 3.45 1.73 -4.88
C -4.19 -1.08 3.21
C 3.22 2.61 -2.81
C 0.12 -0.21 1.51
C -4.32 -4.81 -0.37
C -1.16 4.71 6.28
C 1.75 -4.78 1.70
C -0.13 6.05 0.12
C -2.19 4.57 5.37
C -2.46 -0.29 4.79
C 3.02 1.24 -2.68
C -1.18 0.44 5.02
C 3.77 2.84 1.82
C 0.17 5.16 1.29
C -4.12 3.34 0.27
C 0.41 0.51 0.43
C 3.53 2.92 -4.18
C -4.82 -1.96 -3.15
C 0.50 -6.53 -1.57
C -1.34 -4.18 -3.80
C -0.33 -1.52 -0.15
C 4.25 1.86 0.77
C -0.54 -0.51 -4.25
C -3.74 -6.05 -0.41
C -2.73 -6.04 0.52
C 4.25 -2.46 -2.55
C 3.10 -1.89 -0.72
C 0.21 2.79 -6.14
C 0.44 -3.19 4.85
C 2.36 1.34 6.07
C 4.38 5.00 2.78
C -3.03 2.36 0.58
C 3.06 -1.24 3.30
C -0.58 3.16 -3.80
C 5.15 -2.02 -1.61
C 0.43 -3.84 3.50
C -0.31 -1.94 -3.94
C 1.92 -6.15 -1.84
C -3.70 -4.11 0.67
C 3.72 -6.24 -3.49
C -3.06 1.38 -1.67
C -0.13 3.25 -2.40
C -4.52 1.29 -5.17
C 0.02 -0.28 -0.70
C -2.35 6.91 0.91
C -4.29 -0.17 -4.81
C 0.04 4.23 5.69
H 4.97 2.41 0.16
H -0.33 -4.60 -3.86
H 2.82 -4.90 1.50
H 1.74 -6.81 -3.75
H -0.32 -0.17 5.29
H -3.78 4.08 -0.45
H -3.24 4.72 5.56
H -2.46 0.55 -2.03
H 1.26 5.13 1.29
H -1.97 -4.57 1.85
H -3.73 1.93 -4.77
H -4.91 -0.95 4.02
H -0.23 5.63 2.19
H 5.31 5.56 2.91
H -0.27 -3.60 5.56
H -0.98 7.58 -0.58
H -2.27 -2.39 -4.38
H 1.05 4.07 6.02
H 0.14 0.05 -1.72
H 0.08 -7.13 -2.38
H -0.17 4.14 1.15
H 0.40 3.71 -6.68
H -4.61 1.44 -6.25
H -4.55 -0.75 2.24
H -4.86 -2.76 -3.88
H 2.27 -1.97 3.48
H 1.31 -5.77 1.55
H -2.05 -6.83 0.80
H 6.22 -2.03 -1.70
H 0.24 0.14 -3.84
H 0.24 -2.12 4.76
H 1.33 -4.06 1.00
H -0.86 1.03 4.15
H 3.92 -5.18 -3.66
H 3.77 3.91 -4.53
H 0.28 0.10 2.53
H 1.36 2.92 -4.26
H -0.17 -5.72 -1.27
H 4.42 -6.45 -2.67
H -4.88 2.83 -0.32
H 2.97 -1.02 2.23
H -4.08 0.98 -1.72
H -2.83 2.28 -2.22
H 3.17 3.30 -1.98
H 2.44 2.19 5.40
H -2.30 -0.22 2.78
H 4.76 1.02 1.24
H -5.61 0.01 -3.27
H 4.85 -1.33 0.47
H 3.56 1.40 -5.91
H 0.82 1.51 0.42
H 0.36 2.32 -2.12
H -2.26 7.69 1.66
H -1.28 1.18 5.81
H 2.19 -1.74 -0.17
H -1.25 5.20 7.24
H -5.17 -4.55 -0.98
H 2.95 -0.22 -4.26
H 1.38 1.32 6.55
H 3.83 5.63 2.08
H 0.58 4.07 -2.26
H 3.34 1.64 0.21
H -0.91 3.46 -1.67
H 1.38 -3.21 5.40
H -4.01 -6.82 -1.12
H -0.47 -2.46 -0.66
H 4.03 -1.64 3.57
H 2.83 0.67 -1.78
H -2.61 5.91 1.26
H -4.42 3.90 1.15
H -3.83 -3.09 1.01
H 0.85 2.02 -6.57
H 4.36 -2.86 -3.54
H -3.87 -1.99 -2.61
H -4.09 -2.17 3.19
H -5.71 -2.25 -2.59
H 0.48 -7.05 -0.61
H 3.13 1.38 6.85
H 3.99 -6.76 -4.41
H -1.89 0.82 0.10
H 3.93 4.81 3.76
H 2.14 -2.49 -2.47
H -1.78 -4.29 -2.81
H 0.18 3.29 3.70
H -1.45 -0.18 -3.75
H 5.57 3.80 1.69
H -0.64 -0.34 -5.32
H -1.99 -4.77 -4.44
H -2.23 3.65 3.38
H 2.37 -4.61 3.64
H -0.66 -2.12 1.91
H -0.84 2.57 -6.36
H -3.06 7.10 0.10
H 2.85 0.87 3.49
H -5.35 1.62 -4.54
*
```

These are the Löwdin partial charges, in e, on atoms 1 to 4:
1 O -0.0046
2 O 0.0401
3 O 0.0179
4 O -0.0436

=====

No. 2
Density functional theory data (ωB97M-V/def2-TZVPD) for C11H6Cl3INO6SSeV as an isolated structure.

Computed properties:
relative energy (zero: lowest compared OMol25 entry of this formula, charge and spin): 0.0 kJ/mol
gap between HOMO and LUMO (alpha / beta): 6.6 / 6.6 eV
calculated total energy: -172814.14444 eV

ORCA input file:
```
! wB97M-V def2-TZVPD RIJCOSX def2/J DEFGRID3
* xyz 0 1
I 3.46 0.31 -0.02
Se 0.53 -2.70 -1.79
V 0.97 -0.33 -0.45
Cl 1.93 0.25 -3.71
Cl 1.27 2.85 -4.77
Cl -0.85 1.05 -3.94
S 0.22 -1.28 3.87
O 0.79 -2.86 -3.35
O -0.34 -1.25 -1.41
O 1.85 -1.93 -0.98
O -0.03 -3.91 -0.93
O 0.61 3.38 -1.99
O 0.86 1.32 -1.20
N -0.83 0.47 0.49
C 1.10 -0.96 1.48
C -2.99 1.53 1.82
C 0.77 2.21 -2.17
C -0.97 0.27 1.81
C -1.75 1.15 -0.18
C 1.61 -2.16 3.38
C -2.85 1.70 0.45
C -2.04 0.80 2.52
C 0.81 1.61 -3.61
C 0.10 -0.57 2.32
C 1.98 -1.90 2.10
H 2.10 -2.82 4.08
H -1.61 1.25 -1.24
H -3.83 1.96 2.35
H -3.58 2.25 -0.12
H 2.83 -2.34 1.61
H -2.11 0.64 3.59
*
```

These are the Löwdin partial charges, in e, on atoms 1 to 4:
1 I 0.6859
2 Se 0.9184
3 V 0.6654
4 Cl 0.6749

=====

No. 3
Density functional theory data (ωB97M-V/def2-TZVPD) for C4H8NO6S2 as an isolated structure at a distorted geometry.

Computed properties:
relative energy (zero: lowest compared OMol25 entry of this formula, charge and spin): 157.9 kJ/mol
gap between HOMO and LUMO: 8.9 eV
calculated total energy: -39723.57715 eV

ORCA input file:
```
! wB97M-V def2-TZVPD RIJCOSX def2/J DEFGRID3
* xyz -1 1
S 1.29 1.36 0.81
S 2.97 -0.33 -0.44
O 4.39 -0.48 -0.57
O -2.47 -0.86 -0.16
O 2.17 -0.77 -1.56
O 2.55 -0.78 0.89
O 0.78 2.71 0.68
O 2.47 1.25 -0.27
N 0.08 0.36 0.21
C -0.16 -0.94 0.60
C -2.21 0.49 -0.52
C -0.74 0.72 -0.88
C -1.63 -1.11 0.93
H -2.85 0.66 -1.29
H 0.37 -1.05 1.52
H -1.78 -2.09 1.49
H -0.52 1.68 -1.33
H -2.40 1.11 0.29
H -1.84 -0.33 1.63
H 0.10 -1.69 -0.16
H -0.57 0.09 -1.88
*
```

These are the Löwdin partial charges, in e, on atoms 1 to 4:
1 S 0.8979
2 S 0.3754
3 O -0.3145
4 O -0.1143

=====

No. 4
Density functional theory data (ωB97M-V/def2-TZVPD) for C5H10O in the gas phase.

Computed properties:
relative energy (zero: lowest compared OMol25 entry of this formula, charge and spin): 91.0 kJ/mol
gap between HOMO and LUMO: 10.8 eV
SMILES string: C[C@H]1CC[C@H]1O
calculated total energy: -7393.82218 eV

ORCA input file:
```
! wB97M-V def2-TZVPD RIJCOSX def2/J DEFGRID3
* xyz 0 1
O 1.68 0.07 1.00
C -0.62 -0.74 -1.01
C 0.39 -0.50 0.91
C 0.36 -1.59 -0.17
C -0.67 0.32 0.12
C -0.27 1.73 -0.28
H -1.03 2.18 -0.93
H -1.58 -1.23 -1.24
H 0.05 -0.83 1.91
H -0.04 -2.55 0.18
H 1.34 -1.76 -0.61
H 1.63 0.82 1.60
H 0.68 1.73 -0.82
H -0.20 -0.36 -1.94
H -1.63 0.34 0.64
H -0.16 2.39 0.59
*
```

These are the Löwdin partial charges, in e, on atoms 1 to 4:
1 O -0.0316
2 C -0.1354
3 C -0.3562
4 C -0.1143

=====

No. 5
Density functional theory data (ωB97M-V/def2-TZVPD) for C20H21NO6 in the gas phase.

Computed properties:
relative energy (zero: lowest compared OMol25 entry of this formula, charge and spin): 12.6 kJ/mol
gap between HOMO and LUMO: 9.8 eV
SMILES string: O=C(CC[C@H](NC(=O)OCc1ccccc1)C(=O)O)OCc1ccccc1
calculated total energy: -34857.73590 eV

ORCA input file:
```
! wB97M-V def2-TZVPD RIJCOSX def2/J DEFGRID3
* xyz 0 1
O -0.42 -1.87 0.91
O 2.06 0.07 -0.53
O 0.04 1.42 -4.01
O -2.09 -1.15 -0.40
O 0.39 1.35 0.32
O 0.45 -0.46 -5.12
N 0.11 0.37 -1.65
C -2.27 -1.92 2.49
C 2.07 3.65 0.04
C -1.02 -1.22 2.03
C 4.31 4.48 0.25
C -0.48 -1.79 -2.69
C 2.33 2.68 1.00
C -4.57 -3.24 3.33
C -4.56 -1.86 3.20
C 3.05 4.54 -0.33
C 0.41 -0.54 -2.71
C -3.42 -1.20 2.78
C 0.96 0.56 -0.61
C 3.59 2.62 1.58
C -2.28 -3.30 2.63
C 4.57 3.52 1.21
C -3.42 -3.96 3.04
C 1.25 1.71 1.41
C -1.07 -1.76 -0.25
C 0.31 0.12 -4.08
C -0.35 -2.52 -1.35
H 3.80 1.86 2.32
H 5.08 5.18 -0.04
H 1.46 -0.84 -2.57
H -1.24 -0.18 1.77
H -5.46 -1.30 3.43
H -5.46 -3.75 3.66
H -0.18 -2.44 -3.51
H 0.58 2.15 2.15
H -0.25 -1.25 2.81
H 0.69 -2.66 -1.06
H -0.83 -3.50 -1.42
H -0.82 0.77 -1.59
H 0.00 1.81 -4.90
H -3.42 -5.04 3.14
H -1.52 -1.50 -2.83
H 2.84 5.29 -1.08
H -1.38 -3.86 2.39
H -3.43 -0.13 2.67
H 5.55 3.46 1.67
H 1.70 0.80 1.82
H 1.09 3.69 -0.42
*
```

These are the Löwdin partial charges, in e, on atoms 1 to 4:
1 O 0.0101
2 O 0.1202
3 O 0.1254
4 O 0.1230

=====

No. 6
Density functional theory data (ωB97M-V/def2-TZVPD) for a 2-piece molecular cluster, C3H9NS overall at a distorted geometry.

Computed properties:
relative energy (zero: lowest compared OMol25 entry of this formula, charge and spin): 360.1 kJ/mol
gap between HOMO and LUMO: 6.2 eV
calculated total energy: -15578.59874 eV

ORCA input file:
```
! wB97M-V def2-TZVPD RIJCOSX def2/J DEFGRID3
* xyz 0 1
S -3.02 -0.12 1.10
N 0.22 0.33 1.40
C 0.15 -0.30 0.08
C 1.61 -0.28 -0.50
C -0.85 0.31 -0.88
H 1.72 -0.81 -1.45
H -0.23 -0.30 2.06
H 2.01 0.73 -0.60
H -0.75 -0.14 -1.87
H 2.14 -0.81 0.28
H -1.88 0.15 -0.46
H -0.15 -1.33 0.27
H -0.67 1.39 -0.93
H -0.30 1.19 1.50
*
```

These are the Löwdin partial charges, in e, on atoms 1 to 4:
1 S 0.1930
2 N 0.0078
3 C -0.5320
4 C -0.0681